No. 1
Density functional theory data (wB97M-V/def2-TZVPD) for a structure of composition C4H12Cl4N6O15V.

The calculation puts the total energy at -119759.7459 eV. The calculation puts the molar mass at 576.92 g mol⁻¹. The value obtained for the frontier orbital gap (spin up / spin down) is 6.42 / 6.42 eV. The lowest unoccupied orbital energy (spin up / spin down) is 0.0222 / 0.0221 hartree. Its expectation value of S² is 2.01. As for the net charge: -1. The value obtained for the HOMO energy (spin up / spin down) is -5.820 / -5.816 eV. As for the spin multiplicity: 3.

XYZ file:
```
42
C4H12Cl4N6O15V (wB97M-V/def2-TZVPD)
N -1.31 -3.77 -0.69
H -0.68 -2.98 -0.49
H -1.73 -3.76 -1.62
H -2.02 -3.93 0.03
H -0.78 -4.65 -0.67
V -1.29 1.84 1.04
N -0.30 -0.24 3.67
O -0.44 0.66 2.77
O 0.77 -0.27 4.29
O -1.19 -1.06 3.90
N -0.35 -0.54 0.01
O -1.43 -0.62 0.59
O 0.32 -1.52 -0.32
O 0.08 0.64 -0.10
N 0.10 3.90 2.17
O 0.38 3.27 1.10
O -1.02 3.52 2.58
O 0.81 4.70 2.75
N -4.06 0.84 2.47
O -3.85 -0.35 2.77
O -5.10 1.41 2.77
O -3.16 1.42 1.77
N -2.65 3.08 -1.01
O -3.08 3.59 -2.01
O -2.25 1.88 -0.96
O -2.33 3.65 0.06
Cl 1.02 2.93 -2.45
C 1.81 1.48 -3.13
C 0.82 0.33 -3.28
Cl 1.63 -1.08 -4.04
H 2.59 1.20 -2.43
H 2.25 1.75 -4.08
H 0.00 0.60 -3.94
H 0.38 -0.12 -2.40
Cl 4.13 -0.29 -0.50
C 3.60 -1.72 0.34
C 2.92 -2.67 -0.61
Cl 2.37 -4.17 0.26
H 2.95 -1.50 1.19
H 4.46 -2.26 0.74
H 3.53 -2.99 -1.45
H 2.08 -2.18 -1.09
```

---

No. 2
Density functional theory data (wB97M-V/def2-TZVPD) for the molecule C4H8N2O.

The calculation puts the total energy at -9304.1813 eV. The calculation puts the molar mass at 100.12 g mol⁻¹. The value obtained for the frontier orbital gap is 9.49 eV. The lowest unoccupied orbital energy is 0.0344 hartree. As for the SMILES: CNC1=NCCO1. The value obtained for the HOMO energy is -8.551 eV. As for the spin multiplicity: 1.

XYZ file:
```
15
C4H8N2O (wB97M-V/def2-TZVPD)
C -0.75 -2.25 0.49
C -0.10 -0.16 -0.49
C 0.48 1.91 -0.70
C 0.82 1.45 0.80
H -0.51 -3.35 0.02
H -0.07 -1.99 1.30
H -1.86 -2.14 0.85
H -1.22 -1.46 -1.44
H -0.11 2.77 -0.84
H 1.45 2.17 -1.28
H 1.86 1.64 1.00
H 0.23 2.03 1.63
N -0.51 -1.47 -0.71
N -0.13 0.77 -1.38
O 0.42 0.07 0.74
```

---

No. 3
Density functional theory data (wB97M-V/def2-TZVPD) for a structure of composition C6H14N2O.

The calculation puts the total energy at -11473.0758 eV. The calculation puts the molar mass at 130.19 g mol⁻¹. The value obtained for the frontier orbital gap is 9.45 eV. The lowest unoccupied orbital energy is 0.0187 hartree. The value obtained for the HOMO energy is -8.944 eV. As for the spin multiplicity: 1.

XYZ file:
```
23
C6H14N2O (wB97M-V/def2-TZVPD)
C 0.00 -1.00 -0.85
C -1.97 0.49 1.18
C -1.30 -1.76 -0.79
O -1.52 0.85 -0.11
H 0.81 -1.64 -0.50
H 0.19 -0.66 -1.87
H -1.21 -0.07 1.73
H -2.23 1.38 1.75
H -2.87 -0.12 1.06
H -2.12 -1.18 -1.20
H -1.18 -2.65 -1.42
H -1.54 -2.10 0.21
C 2.09 0.75 -0.87
C 0.86 0.49 -0.03
C -0.24 1.52 -0.12
N 1.14 0.23 1.33
N 2.08 -0.57 1.59
H 2.12 -0.68 2.61
H 3.03 0.40 -0.45
H 2.06 0.23 -1.84
H 2.21 1.82 -1.08
H -0.19 2.22 0.72
H -0.21 2.05 -1.07
```

---

No. 4
Density functional theory data (wB97M-V/def2-TZVPD) for a structure of composition C28H72As2F18N5O9.

The calculation puts the total energy at -226669.7651 eV. The calculation puts the molar mass at 1114.72 g mol⁻¹. The value obtained for the frontier orbital gap is 6.23 eV. The lowest unoccupied orbital energy is -0.1473 hartree. As for the net charge: +1. The value obtained for the HOMO energy is -10.238 eV. As for the spin multiplicity: 1.

XYZ file:
```
134
C28H72As2F18N5O9 (wB97M-V/def2-TZVPD)
C 19.28 -14.29 -7.19
C 17.99 -14.07 -7.95
C 16.75 -14.70 -7.34
O 15.76 -14.83 -8.32
C 15.74 -16.12 -8.94
N 17.77 -12.55 -8.01
H 17.94 -12.04 -7.13
H 18.39 -12.15 -8.71
H 16.80 -12.44 -8.33
H 19.48 -15.35 -7.01
H 19.19 -13.86 -6.19
H 20.09 -13.81 -7.74
H 18.07 -14.30 -9.01
H 16.34 -14.10 -6.51
H 17.03 -15.64 -6.85
H 15.03 -16.09 -9.76
H 15.31 -16.82 -8.21
H 16.72 -16.40 -9.31
C 13.53 -15.17 -1.50
C 13.75 -14.72 -0.08
C 12.73 -15.22 0.90
O 13.11 -14.89 2.22
C 12.46 -13.78 2.77
N 15.12 -15.22 0.35
H 15.37 -14.96 1.31
H 15.15 -16.27 0.37
H 15.86 -14.91 -0.31
H 13.56 -16.26 -1.53
H 14.35 -14.81 -2.13
H 12.58 -14.77 -1.85
H 14.00 -13.65 -0.01
H 12.69 -16.31 0.83
H 11.75 -14.84 0.63
H 12.22 -13.92 3.82
H 11.49 -13.53 2.31
H 13.04 -12.85 2.68
C 18.87 -19.84 1.55
C 18.95 -18.49 0.87
C 20.30 -18.27 0.26
O 20.27 -17.13 -0.54
C 21.43 -16.99 -1.35
N 17.91 -18.42 -0.24
H 18.16 -19.13 -0.93
H 16.94 -18.48 0.13
H 18.13 -17.48 -0.60
H 17.94 -19.99 2.11
H 19.63 -19.92 2.33
H 18.96 -20.70 0.89
H 18.62 -17.76 1.61
H 20.60 -19.15 -0.33
H 21.04 -18.26 1.07
H 22.30 -17.46 -0.88
H 21.70 -15.95 -1.47
H 21.35 -17.39 -2.37
C 17.42 -11.92 0.88
C 18.88 -12.32 0.62
C 19.84 -11.37 1.29
O 21.01 -12.04 1.00
C 22.20 -11.29 0.98
N 19.10 -13.72 1.00
H 18.62 -14.33 0.30
H 20.11 -13.95 0.98
H 18.85 -13.87 1.98
H 17.21 -11.88 1.95
H 16.73 -12.58 0.35
H 17.29 -10.95 0.40
H 19.08 -12.17 -0.44
H 19.65 -11.32 2.38
H 19.70 -10.34 0.93
H 23.09 -11.87 1.21
H 22.16 -10.56 1.81
H 22.38 -10.73 0.06
C 17.84 -7.05 -0.35
C 16.66 -7.37 -1.24
C 16.96 -8.36 -2.34
O 17.16 -9.60 -1.73
C 17.39 -10.67 -2.66
N 15.56 -8.02 -0.41
H 15.34 -7.55 0.47
H 14.69 -7.97 -0.95
H 15.75 -9.02 -0.32
H 17.55 -6.44 0.51
H 18.57 -6.46 -0.90
H 18.37 -7.96 -0.05
H 16.21 -6.45 -1.61
H 17.88 -8.07 -2.86
H 16.12 -8.41 -3.05
H 16.57 -10.74 -3.40
H 17.36 -11.63 -2.14
H 18.35 -10.45 -3.13
As 22.20 -15.31 3.08
F 21.28 -13.93 3.63
F 23.65 -14.43 3.40
F 23.03 -16.71 2.53
F 20.72 -16.20 2.72
F 22.20 -14.67 1.46
F 22.19 -15.88 4.71
As 24.87 -15.82 -3.92
F 26.54 -16.13 -3.74
F 24.98 -15.58 -5.64
F 23.11 -15.56 -4.05
F 24.58 -15.92 -2.23
F 25.14 -14.12 -3.76
F 24.54 -17.50 -4.17
C 18.21 -14.83 -2.13
O 19.30 -13.98 -1.87
O 17.35 -14.74 -1.14
C 17.61 -14.58 -3.57
F 16.30 -14.76 -3.65
F 17.83 -13.29 -3.99
F 18.20 -15.41 -4.44
C 20.33 -13.89 -2.83
C 21.50 -13.17 -2.22
H 21.26 -12.14 -1.90
H 21.94 -13.58 -1.31
H 22.33 -12.94 -2.90
H 20.06 -13.30 -3.70
H 20.76 -14.82 -3.21
H 18.62 -15.86 -2.24
C 14.48 -19.05 -0.37
O 14.91 -18.30 -1.53
O 14.98 -18.44 0.68
C 12.93 -19.16 -0.30
F 12.49 -19.07 0.96
F 12.33 -18.11 -0.94
F 12.42 -20.28 -0.80
C 14.83 -18.88 -2.82
C 15.05 -17.74 -3.79
H 14.24 -17.03 -3.71
H 15.93 -17.19 -3.43
H 15.28 -18.03 -4.81
H 13.84 -19.34 -2.93
H 15.60 -19.65 -2.98
H 14.86 -20.08 -0.53
```

---

No. 5
Density functional theory data (wB97M-V/def2-TZVPD) for a structure of composition C3H5NOS2.

The calculation puts the total energy at -28397.0664 eV. The calculation puts the molar mass at 135.21 g mol⁻¹. The value obtained for the frontier orbital gap is 8.78 eV. The lowest unoccupied orbital energy is 0.0127 hartree. The value obtained for the HOMO energy is -8.434 eV. As for the spin multiplicity: 1.

XYZ file:
```
12
C3H5NOS2 (wB97M-V/def2-TZVPD)
C -0.94 -0.31 0.23
C 1.48 0.25 -0.35
C 0.50 0.02 -1.36
H -1.57 0.39 2.76
H 2.34 0.97 -0.72
H 1.99 -0.63 0.35
H 0.13 0.91 -1.80
H 1.08 -0.62 -2.06
N -1.89 -0.92 0.91
O -0.70 -0.77 -1.09
S -2.51 -0.37 2.43
S 0.09 1.08 0.69
```